81
Properties=species:S:1:pos:R:3:forces:R:3:lowdin_charge:R:1 method="wB97M-V/def2-TZVPD" orbital_gap_ev="4.878 / 4.876" molar_mass_g_mol=899.37 total_charge=-1 homo_ev="-4.18 / -4.18" multiplicity=1
Zr 0.1533 -0.3848 -0.1210 -0.4 -0.1 0.1 1.93
C -0.0368 0.6051 -6.7828 -0.1 0.0 -0.1 -0.08
C -1.4225 0.4606 -6.6242 0.1 0.0 0.0 -0.08
C -2.0026 0.4346 -5.3677 0.1 0.0 0.0 0.00
C -1.1506 0.5479 -4.2777 -0.1 0.0 0.0 -0.10
C -1.4007 0.5296 -2.8353 0.0 0.0 0.0 -0.26
N -0.2248 0.6216 -2.1591 -0.1 0.0 -0.1 0.05
C 0.7769 0.7741 -3.0828 0.0 0.0 0.0 -0.27
N 2.0376 1.0273 -2.8620 0.0 0.0 0.0 0.22
C 2.5117 1.2404 -1.6376 0.0 0.0 0.0 -0.26
C 3.8605 1.7362 -1.4267 0.0 0.0 -0.2 -0.10
C 4.8982 2.0180 -2.3120 0.0 0.0 0.0 -0.01
C 6.0746 2.5018 -1.7770 0.0 0.0 0.1 -0.09
C 6.2092 2.7133 -0.3919 0.0 0.0 -0.1 -0.09
C 5.1744 2.4441 0.4801 -0.1 0.0 0.0 -0.02
C 3.9921 1.9408 -0.0606 0.0 0.0 0.1 -0.10
C 2.7196 1.5672 0.5312 0.1 0.0 -0.2 -0.29
N 2.4671 1.7090 1.8054 0.0 0.0 0.1 0.21
C 1.2741 1.5193 2.3310 -0.6 -0.1 0.1 -0.28
N 0.1167 1.1243 1.6915 0.7 0.0 -0.2 0.06
C -0.8973 1.1838 2.5779 0.1 0.1 0.1 -0.29
N -2.1928 0.9840 2.3402 0.0 0.0 0.0 0.21
C -2.6576 0.7621 1.1415 0.0 0.0 0.0 -0.27
N -1.9562 0.5961 -0.0300 0.1 0.0 0.1 0.06
C -2.8503 0.5363 -1.0434 0.1 0.0 0.0 -0.26
N -2.6182 0.4740 -2.3432 0.0 0.0 0.0 0.22
C -4.2103 0.6060 -0.5176 -0.1 0.0 -0.1 -0.10
C -5.4508 0.5681 -1.1425 0.1 0.0 0.1 -0.01
C -6.5679 0.6626 -0.3330 0.0 0.0 0.1 -0.08
C -6.4478 0.8037 1.0583 -0.1 0.0 -0.1 -0.09
C -5.2096 0.8507 1.6731 0.1 0.0 -0.1 -0.01
C -4.0909 0.7395 0.8562 0.0 0.0 0.1 -0.10
C -0.3950 1.5825 3.8781 -0.2 0.0 0.0 -0.10
C -1.0259 1.7779 5.1073 0.1 0.0 -0.1 -0.02
C -0.2426 2.1761 6.1697 0.1 0.0 0.0 -0.09
C 1.1413 2.3905 6.0142 -0.1 0.0 0.1 -0.09
C 1.7624 2.2082 4.7974 0.0 0.0 -0.1 -0.02
C 0.9745 1.7918 3.7230 0.1 0.0 0.0 -0.11
N 1.8675 1.1199 -0.4531 0.1 0.0 -0.3 0.04
C 0.2190 0.6904 -4.4335 0.1 0.0 -0.1 -0.10
C 0.8053 0.7276 -5.6917 0.0 0.0 0.1 0.00
H 0.3813 0.6091 -7.7816 0.0 0.0 0.0 0.10
H -2.0463 0.3567 -7.5028 0.0 0.0 0.0 0.10
H -3.0681 0.3117 -5.2310 0.0 0.0 0.0 0.11
H 4.7780 1.8537 -3.3743 0.0 0.0 0.0 0.11
H 6.9101 2.7229 -2.4292 0.0 0.0 0.0 0.10
H 7.1468 3.0961 -0.0080 0.0 0.0 0.0 0.09
H 5.2666 2.6116 1.5450 0.0 0.0 0.0 0.11
H -5.5269 0.4572 -2.2154 0.0 0.0 0.0 0.11
H -7.5545 0.6247 -0.7775 0.0 0.0 0.0 0.10
H -7.3455 0.8747 1.6601 0.0 0.0 0.0 0.10
H -5.1066 0.9632 2.7438 0.0 0.0 0.0 0.11
H -2.0902 1.6154 5.2139 0.0 0.0 0.0 0.11
H -0.6947 2.3279 7.1420 0.0 0.0 0.0 0.09
H 1.7238 2.7051 6.8713 0.0 0.0 0.0 0.09
H 2.8233 2.3790 4.6697 0.0 0.0 0.0 0.11
H 1.8762 0.8288 -5.8021 0.0 0.0 0.0 0.11
Cl 1.2017 -5.1754 5.7446 0.0 0.0 0.0 0.63
C 0.7269 -4.0751 4.4756 0.0 0.0 0.0 -0.67
C -0.6386 -3.8147 4.2745 -0.1 0.0 0.0 -0.09
C -1.0564 -2.9580 3.2923 0.1 0.0 0.0 0.02
C -0.1126 -2.3136 2.4500 -0.1 0.2 0.0 -0.31
O -0.5098 -1.5058 1.5356 -0.2 -0.2 0.0 -0.19
C 1.2577 -2.5861 2.6736 0.2 0.0 0.0 -0.12
C 2.2624 -1.9494 1.8769 0.0 0.1 0.0 -0.13
O 2.0730 -1.1486 0.9611 -0.1 0.0 0.1 -0.08
C 1.6647 -3.4722 3.6891 -0.1 0.0 0.0 -0.06
H -1.3641 -4.3064 4.9099 0.0 0.0 0.0 0.10
H -2.1053 -2.7539 3.1277 0.0 0.0 0.0 0.12
H 3.3077 -2.1999 2.1132 0.0 0.0 0.0 0.14
H 2.7192 -3.6683 3.8407 0.0 0.0 0.0 0.11
O -0.5905 -4.6386 -4.7534 0.0 -0.1 0.0 0.13
C -0.4409 -3.9086 -3.8130 0.0 0.1 0.1 -0.24
C -1.5487 -3.4085 -2.8641 0.1 0.1 -0.1 -0.27
O -2.7214 -3.6947 -2.9230 0.0 0.0 0.0 0.11
C -0.8465 -2.5111 -1.9415 -0.7 0.1 0.3 -0.28
C 0.4951 -2.4415 -2.2190 0.6 0.1 0.0 -0.29
O 1.2266 -1.6724 -1.4638 0.3 0.2 0.2 -0.16
C 0.8850 -3.2710 -3.3520 -0.2 0.0 -0.1 -0.28
O 1.9666 -3.4250 -3.8725 0.0 -0.1 0.0 0.10
O -1.3096 -1.8012 -0.9559 0.2 -0.1 -0.4 -0.15


102
Properties=species:S:1:pos:R:3:forces:R:3:lowdin_charge:R:1 method="wB97M-V/def2-TZVPD" orbital_gap_ev=7.439 molar_mass_g_mol=760.06 total_charge=0 homo_ev=-7.47 multiplicity=1
Ti -0.7012 1.0573 -0.1091 1.1 -0.5 -0.1 0.92
C -0.7479 -0.7713 4.4371 0.0 -0.1 0.1 -0.16
Si -0.8295 0.6197 3.1839 0.1 0.0 0.3 0.46
C -2.6788 0.9692 3.0754 -0.1 0.0 -0.3 -0.19
C -0.1364 2.1922 3.9544 0.1 0.1 -0.1 -0.16
C 0.2292 0.1593 1.6732 -0.5 -0.4 -0.2 -0.47
Si 2.0573 0.4247 2.0603 0.1 0.0 0.0 0.47
C 2.5817 -0.1799 3.7569 -0.1 0.0 0.2 -0.18
C 3.0789 -0.6649 0.9121 0.1 0.0 -0.1 -0.17
C 2.5498 2.2425 1.9583 0.0 0.1 0.0 -0.17
Si -2.9182 -0.2990 0.0788 0.1 -0.6 -0.6 0.63
C -4.6967 0.1328 -0.4171 -0.1 0.3 0.1 -0.21
C -3.2190 -1.7909 1.2101 0.1 0.1 0.3 -0.21
C -2.0616 -1.1274 -1.4301 -0.1 0.0 0.1 -0.34
C -2.5627 -1.9828 -2.4027 0.1 -0.1 0.0 -0.06
C -1.7142 -2.4827 -3.3773 0.0 0.0 0.0 -0.05
C -0.3732 -2.1213 -3.3527 -0.1 -0.1 0.0 -0.04
C 0.0585 -1.2437 -2.3777 0.0 0.0 0.1 -0.11
N -0.7620 -0.7495 -1.4506 -0.2 -0.2 -0.2 -0.05
H -1.3629 -0.5143 5.3061 0.0 0.0 0.0 0.04
H 0.2653 -0.9733 4.7836 -0.1 0.0 0.0 0.01
H -1.1433 -1.6968 4.0059 0.0 0.1 0.0 0.03
H -2.9406 1.5532 3.9638 0.0 0.0 0.0 0.04
H -3.2574 0.0460 3.1083 0.0 0.0 0.0 0.01
H -2.9852 1.5355 2.1950 0.0 0.0 0.1 -0.01
H -0.8839 2.6154 4.6306 0.0 0.0 0.0 0.04
H 0.0958 2.9458 3.1982 0.0 0.0 0.0 0.02
H 0.7703 2.0141 4.5344 0.0 0.0 0.0 0.02
H 2.3137 -1.2313 3.8954 0.0 0.0 0.0 0.04
H 2.1488 0.3910 4.5791 0.1 0.0 0.0 0.02
H 3.6716 -0.1020 3.8308 0.0 0.0 0.0 0.04
H 3.2656 -1.6162 1.4172 0.0 0.0 0.0 0.03
H 4.0479 -0.2115 0.6832 0.0 0.0 0.0 0.04
H 2.5667 -0.8903 -0.0251 0.0 0.0 0.0 0.02
H 2.5633 2.6827 2.9571 0.0 0.0 0.0 0.03
H 1.8496 2.8178 1.3464 0.0 0.0 0.0 0.01
H 3.5517 2.3644 1.5346 0.0 0.0 0.1 0.04
H -5.3726 -0.2790 0.3357 0.0 0.0 -0.1 0.03
H -4.9499 -0.3096 -1.3840 0.0 0.0 0.0 0.03
H -4.9008 1.2036 -0.4777 0.0 -0.1 0.0 0.01
H -3.9510 -1.5382 1.9801 0.0 -0.1 0.0 0.02
H -2.3177 -2.1592 1.7003 0.0 0.0 0.0 0.01
H -3.6487 -2.5973 0.6076 0.0 0.0 0.0 0.03
H -3.6119 -2.2525 -2.3865 0.0 0.0 0.0 0.11
H -2.0854 -3.1537 -4.1424 0.0 0.0 0.0 0.11
H 0.3257 -2.4994 -4.0858 0.0 0.0 0.0 0.11
H 1.0925 -0.9243 -2.3332 0.0 0.0 0.0 0.11
C 2.6039 1.6318 -1.3089 -0.1 0.0 0.0 -0.17
N 1.1371 1.6410 -1.4382 -0.4 -0.1 -0.2 0.00
C 0.6876 2.0658 -2.5759 0.1 0.0 0.0 -0.10
C -0.6872 2.1375 -2.8700 -0.1 0.0 -0.1 -0.34
C -1.3146 2.5585 -4.0450 0.0 0.1 0.0 -0.04
C -2.6848 2.4721 -3.8015 0.0 0.0 0.0 -0.08
C -2.8202 1.9976 -2.4926 0.1 0.1 0.0 -0.15
N -1.6231 1.7872 -1.9220 0.0 0.1 -0.2 -0.05
C 3.2837 2.8660 -1.8512 0.0 0.0 0.0 -0.23
C 4.2359 2.7731 -2.8585 0.0 0.0 0.0 -0.04
C 4.8670 3.9129 -3.3464 0.0 0.0 0.0 -0.08
C 4.5435 5.1584 -2.8312 0.0 0.0 0.0 -0.09
C 3.5911 5.2605 -1.8229 0.0 0.0 0.0 -0.07
C 2.9685 4.1225 -1.3368 0.0 0.0 0.0 -0.04
H 3.0078 0.7468 -1.8074 0.0 -0.1 0.0 0.12
H 2.8452 1.5362 -0.2598 0.0 -0.1 0.0 0.04
H 1.3752 2.4034 -3.3521 0.0 0.0 0.0 0.15
H -0.8176 2.8931 -4.9442 0.0 0.0 0.0 0.10
H -3.4905 2.7135 -4.4773 0.0 0.0 0.0 0.09
H -3.7358 1.8107 -1.9591 0.0 0.0 0.0 0.07
H 4.4876 1.7998 -3.2660 0.0 0.0 0.0 0.11
H 5.6058 3.8241 -4.1327 0.0 0.0 0.0 0.10
H 5.0316 6.0470 -3.2110 0.0 0.0 0.0 0.10
H 3.3356 6.2307 -1.4151 0.0 0.0 0.0 0.10
H 2.2296 4.2047 -0.5472 0.0 0.0 0.0 0.10
C -0.9839 4.6996 -0.5659 0.0 -0.1 0.0 -0.03
C -1.2036 3.9748 0.7523 0.0 0.1 -0.1 -0.45
C -2.6257 4.1263 1.2536 0.0 0.0 0.0 -0.03
O -0.8886 2.5933 0.6081 -0.4 1.6 0.7 -0.31
H -0.9856 5.7768 -0.3921 0.0 0.0 0.0 0.09
H -1.7723 4.4509 -1.2789 0.0 0.0 0.0 0.08
H -0.0273 4.4183 -1.0070 0.0 0.0 0.0 0.06
H -0.5199 4.3853 1.4996 0.1 -0.1 0.1 0.13
H -3.3021 3.5758 0.5953 0.0 0.0 0.0 0.09
H -2.9046 5.1810 1.2416 0.0 0.0 0.0 0.09
H -2.7335 3.7477 2.2700 0.0 0.0 0.0 0.07
C 0.1932 -8.6059 1.0447 0.0 0.1 0.0 -0.05
C 1.0380 -8.7230 -0.1961 -0.1 0.1 0.0 -0.71
O 2.0168 -9.4013 -0.2836 -0.1 -0.1 -0.1 0.04
S 0.4186 -7.8040 -1.6713 0.2 0.0 0.1 0.96
C 0.3484 -6.1819 -0.9360 -0.1 -0.1 0.0 -0.57
C -0.8685 -5.5373 -0.7458 0.0 0.1 0.0 -0.10
C -0.9125 -4.2909 -0.1413 0.0 0.0 0.0 -0.02
C 0.2579 -3.6643 0.2958 0.1 0.1 0.0 -0.21
C 1.4792 -4.3171 0.0847 0.0 0.0 0.0 -0.02
C 1.5258 -5.5556 -0.5334 0.0 0.1 0.0 -0.09
C 0.2276 -2.3702 0.9098 -0.2 -0.4 -0.1 0.00
C 0.1472 -1.2268 1.2978 0.3 0.0 0.3 -0.24
H 0.7268 -9.0171 1.8984 0.0 0.0 0.0 0.09
H -0.7217 -9.1768 0.8739 0.0 0.0 0.0 0.09
H -0.0919 -7.5723 1.2329 0.0 0.0 0.0 0.07
H -1.7833 -6.0159 -1.0733 0.0 0.0 0.0 0.11
H -1.8584 -3.7884 -0.0005 0.0 0.0 0.0 0.09
H 2.3943 -3.8333 0.4035 0.0 0.0 0.0 0.11
H 2.4754 -6.0473 -0.7059 0.0 0.0 0.0 0.11


23
Properties=species:S:1:pos:R:3:forces:R:3:lowdin_charge:R:1 method="wB97M-V/def2-TZVPD" orbital_gap_ev=9.915 molar_mass_g_mol=117.19 total_charge=0 homo_ev=-8.97 multiplicity=1 smiles=CCN[C@@H](C)[C@@H](C)O
C -2.0537 -2.0106 0.1286 0.6 0.9 0.2 -0.08
C -1.0040 -1.4562 1.1207 -0.2 0.7 1.5 -0.31
N 0.2813 -1.0040 0.6352 0.9 0.9 -1.4 -0.04
C 0.2352 0.4202 0.1289 -1.0 -0.5 1.9 -0.36
C -0.1127 1.3566 1.3159 -1.2 -1.5 0.6 -0.06
C 1.4872 0.9584 -0.4933 -0.3 0.6 -2.9 -0.36
C 1.7820 0.4125 -1.9191 -0.3 0.8 0.8 -0.05
O 1.2131 2.3531 -0.8630 0.9 0.4 0.9 -0.10
H -2.6449 -1.1701 -0.2716 -0.3 -0.5 0.5 0.07
H -1.6568 -2.4637 -0.7925 0.3 -0.3 0.6 0.07
H -2.5937 -2.7395 0.7325 -0.6 0.1 -0.6 0.07
H -0.8200 -2.1165 1.9756 0.1 -0.8 -0.6 0.10
H -1.3962 -0.6164 1.7468 -0.2 -0.5 -1.0 0.10
H 0.5337 -1.5908 -0.1691 0.1 0.2 0.4 0.10
H -0.6516 0.4536 -0.5484 0.8 0.5 -0.3 0.14
H -1.2118 1.2875 1.4384 0.6 0.2 0.4 0.08
H 0.1149 2.3869 1.2008 0.3 0.8 -0.5 0.06
H 0.3967 1.0282 2.2362 -0.3 -0.1 -0.3 0.10
H 2.4297 0.9387 0.1057 -1.1 0.1 0.0 0.16
H 0.8341 0.3770 -2.4791 0.3 0.4 0.1 0.08
H 2.1050 -0.6128 -1.9048 1.0 -0.3 -0.2 0.06
H 2.4450 1.2422 -2.3057 -0.4 -1.7 -0.2 0.10
H 0.2878 2.5657 -1.0185 0.0 -0.6 0.1 0.09


37
Properties=species:S:1:pos:R:3:forces:R:3:lowdin_charge:R:1 method="wB97M-V/def2-TZVPD" orbital_gap_ev=5.273 molar_mass_g_mol=344.38 total_charge=+1 homo_ev=-11.13 multiplicity=1
O -6.0499 2.1546 -3.7667 0.1 -4.5 3.6 0.17
C -6.0798 1.2443 -2.9263 -2.0 4.1 -2.1 -0.31
F -7.1858 1.2513 -2.0015 3.3 -0.9 -1.8 0.06
N -5.0742 0.1784 -2.7323 -0.1 2.3 -1.2 0.09
C -4.3751 -0.1877 -3.9750 5.2 -2.7 -1.2 -0.31
O -3.2571 -0.7629 -3.8743 -5.4 2.8 -0.3 0.11
F -4.8823 0.0053 -5.2850 0.2 -0.1 4.2 0.10
C -4.0973 0.6548 -1.6829 0.3 -0.8 1.0 -0.15
C -4.2046 -0.1099 -0.3310 4.1 4.2 0.7 0.17
C -3.1744 0.4963 0.7202 -1.9 0.8 -5.6 0.10
C -2.3734 1.6635 0.0939 0.3 -0.6 1.6 0.03
N -2.4175 2.1910 -1.2237 -1.4 -2.9 3.6 0.06
N -3.2695 1.6984 -2.1152 -1.8 -2.5 1.7 0.17
H -4.9151 -0.9635 -0.0786 1.0 1.4 -0.8 0.14
H -3.0920 0.1181 1.7974 0.2 0.9 -1.9 0.14
H -1.6252 2.1828 0.8089 -1.3 -0.9 -1.6 0.15
H -1.8061 2.9848 -1.5025 -0.6 -0.8 0.2 0.20
C 2.7919 0.2752 -0.0045 -0.1 0.3 -0.2 -0.27
S 1.0558 0.7006 -0.2416 0.5 -0.3 -0.2 0.78
O 0.2582 -0.0824 0.7578 -0.3 0.2 -0.2 -0.57
C 0.8720 -0.1171 -1.8413 -0.1 0.0 0.0 -0.27
H 3.1124 0.6589 0.9622 -0.2 -0.1 -0.2 0.01
H 2.9162 -0.8081 -0.0228 -0.2 0.1 0.1 0.07
H 3.3904 0.7364 -0.7928 -0.2 0.0 -0.1 0.06
H 1.1139 -1.1774 -1.7478 0.0 0.1 0.1 0.07
H 1.5321 0.3559 -2.5705 0.0 0.0 0.1 0.06
H -0.1640 -0.0099 -2.1700 0.1 0.0 0.0 0.03
C 4.2160 -2.4499 4.0503 -0.1 -0.1 -0.1 -0.26
S 4.4910 -0.6951 3.7288 0.1 -0.1 0.1 0.85
O 3.7815 -0.3561 2.4533 0.4 -0.4 0.6 -0.58
C 6.2488 -0.8429 3.3472 0.0 0.0 -0.1 -0.26
H 3.1590 -2.5977 4.2758 0.1 0.1 0.0 0.05
H 4.4843 -3.0371 3.1704 0.0 0.1 0.0 0.06
H 4.8152 -2.7616 4.9074 0.0 0.1 0.0 0.06
H 6.3925 -1.5290 2.5102 -0.1 0.0 0.0 0.06
H 6.7835 -1.2059 4.2266 -0.1 0.0 0.0 0.06
H 6.6285 0.1437 3.0760 -0.1 -0.1 0.1 0.05


10
Properties=species:S:1:pos:R:3:forces:R:3:lowdin_charge:R:1 method="wB97M-V/def2-TZVPD" orbital_gap_ev=10.803 molar_mass_g_mol=45.08 total_charge=0 homo_ev=-9.60 multiplicity=1 smiles=CCN
C 0.7584 0.2319 0.8700 0.2 0.3 0.7 -0.14
C -0.2576 -0.4275 -0.0658 0.5 -2.4 -0.1 -0.37
N -0.4994 0.3246 -1.3219 -0.9 0.2 1.0 -0.03
H 0.9759 -0.4001 1.7701 -0.7 0.5 -0.6 0.08
H 1.7600 0.3701 0.4506 -0.3 0.0 -0.5 0.06
H 0.4230 1.2437 1.1789 0.1 -0.6 0.1 0.07
H 0.2067 -1.4146 -0.3837 -0.5 1.0 0.3 0.11
H -1.1727 -0.7784 0.5308 0.9 0.9 -0.8 0.11
H -1.1343 1.0817 -1.0549 0.3 0.1 -0.3 0.06
H -1.0601 -0.2312 -1.9741 0.4 0.0 0.3 0.06


11
Properties=species:S:1:pos:R:3:forces:R:3:lowdin_charge:R:1 method="wB97M-V/def2-TZVPD" orbital_gap_ev=10.022 molar_mass_g_mol=105.07 total_charge=0 homo_ev=-10.44 multiplicity=1 smiles="O=C(/C=N/O)CF"
O 0.9753 -1.3990 -1.4694 -1.2 0.8 1.3 0.10
C 0.2954 -0.7173 -0.6905 1.5 -2.1 -2.9 -0.38
C 0.8396 0.5357 -0.2710 -0.5 2.7 2.3 -0.05
N 0.0844 1.2038 0.5605 1.2 -1.8 -1.2 0.00
O 0.7016 2.3249 0.9949 0.6 0.9 0.9 -0.04
C -1.0512 -1.1618 -0.2312 0.1 -0.7 1.9 -0.16
F -1.3934 -2.3298 -0.8607 -0.2 0.2 0.1 -0.01
H 1.8788 0.8578 -0.5096 -0.9 -0.3 0.0 0.15
H 0.4691 2.4039 1.9400 -0.3 0.1 -0.7 0.12
H -1.0070 -1.3239 0.8968 0.0 0.0 -1.3 0.15
H -1.7924 -0.3943 -0.3596 -0.4 0.3 -0.4 0.12